Record 1
Computed, not measured: a cluster of 6 separate species, C12H36O6 in total at a distorted geometry, with the ωB97M-V functional and the def2-TZVPD basis.

## Properties
* HOMO: -9.90 eV
* lowest unoccupied orbital energy: 0.3 eV
* SMILES: CCO.CCO.CCO.CCO.CCO.CCO
* orbital gap: 10.201 eV

```
54
Properties=species:S:1:pos:R:3:forces:R:3
C -4.39919 0.74217 -3.33691 -0.06 0.35 0.62
C -0.46939 -0.21849 0.34404 1.21 0.83 0.27
H 3.66252 -2.57780 2.45559 0.04 0.18 -0.04
H -2.29687 -0.72945 5.64046 -0.35 -0.23 -0.17
H -3.94677 1.63279 -3.78026 -0.08 -0.10 -0.31
H -0.92544 -0.17891 4.76734 0.14 -0.18 -0.08
H -3.57728 0.16257 -2.91333 -0.11 -0.30 -0.20
H -0.90214 -2.69811 5.24148 0.07 0.07 0.00
H -5.75188 -0.90227 -3.86175 0.09 0.05 0.23
H 1.95208 4.29080 -1.86270 -0.24 0.01 0.00
H 4.55545 -2.23185 -1.79269 -0.01 0.01 -0.23
O 0.97698 2.46607 -1.47212 0.31 0.58 -0.52
H 2.88047 4.48624 0.37044 -0.17 0.11 -0.04
H -2.00938 -0.94306 -0.93676 0.15 -0.03 0.06
H -2.05373 0.29683 3.16208 -0.40 0.11 -0.31
C 2.10085 3.72865 0.23081 0.84 0.54 -0.38
H 2.10548 -0.51815 -1.67034 -0.66 -0.28 -0.02
H 0.28051 -0.92072 -0.04384 0.02 0.02 0.10
C 2.50634 -1.54312 -1.68704 0.33 0.94 -0.04
O 1.70721 0.07384 2.89376 0.13 0.21 -0.83
H 1.96277 -2.74758 2.19425 -0.33 0.42 -0.09
H -0.78516 -0.59595 1.31663 -0.63 -0.33 -0.36
C -5.31998 0.00137 -4.28704 0.35 0.35 -0.70
H -0.65048 -2.23850 3.55735 -0.07 -0.17 -0.08
C -1.50413 0.00492 -0.70782 -1.65 -0.62 -0.34
O 0.16771 1.02017 0.71981 0.27 -0.05 -0.54
H 2.59355 -0.47639 1.10435 -0.08 -0.24 -0.08
H -1.15054 0.36507 -1.67525 0.52 0.08 0.22
H 4.19587 -0.95703 -2.98241 -0.52 -0.46 -0.24
H 2.46595 2.89060 0.82214 -0.54 -0.20 0.07
H 1.26627 -2.92548 -2.26706 -0.07 0.00 -0.05
H 3.72182 -0.23755 2.41233 -0.08 0.26 0.16
H -2.22385 -2.89156 4.10638 -0.09 0.14 -0.10
H 2.33291 -1.99395 -0.70900 0.24 0.09 0.12
H 0.86540 2.40794 -2.42770 -0.18 -0.24 0.13
H -4.98955 1.11553 -2.49616 -0.01 -0.11 0.03
C 2.72686 -0.62847 2.17830 -0.18 -0.28 0.40
H 2.99701 2.90425 -1.52030 0.02 0.09 -0.12
O 1.90921 -2.35118 -2.68734 0.05 0.09 -0.13
H 0.48722 1.47146 -0.09674 -0.27 -0.27 0.53
C 2.05838 3.39646 -1.24794 0.15 -0.56 0.56
H 4.45730 -0.53523 -1.39152 -0.51 -0.13 0.54
H -4.79082 -0.29878 -5.19908 0.13 -0.10 0.11
H 2.55866 -2.06119 3.71347 -0.07 -0.09 0.01
O -6.43192 0.80312 -4.65079 -0.72 -0.11 0.24
C 3.97362 -1.32515 -1.97713 1.15 -0.23 0.07
H 1.21195 0.54128 2.19215 -0.08 0.12 0.41
H -6.20584 1.53904 -5.22166 0.41 -0.04 -0.02
H 1.16168 4.15058 0.57706 -0.08 -0.25 0.17
H -2.32290 0.66575 -0.41223 0.26 0.15 0.26
O -2.65211 -0.27960 3.64656 0.51 -0.01 0.18
C -1.80506 -0.82240 4.66842 0.12 0.09 0.33
C 2.70391 -2.07716 2.63280 0.58 -0.50 0.01
C -1.38156 -2.25240 4.36695 0.16 0.23 0.19
```
Positions in Å, forces in eV/Å.

=====

Record 2
Computed, not measured: a structure of composition C12H37AgO17P4 at a distorted geometry, with the ωB97M-V functional and the def2-TZVPD basis.

## Properties
* HOMO (spin up / spin down): -15.36 / -15.35 eV
* lowest unoccupied orbital energy (spin up / spin down): -4.9 / -12.0 eV
* multiplicity: 3
* total charge: +2
* orbital gap (spin up / spin down): 10.499 / 3.341 eV

```
71
Properties=species:S:1:pos:R:3:forces:R:3
H -5.74283 -0.89646 -2.13523 -0.47 -0.96 -0.10
O -1.20752 -3.71855 2.74353 2.37 -2.34 2.34
C 1.75611 -5.95374 4.16475 1.88 -0.85 -0.39
H -2.17815 -4.24409 0.99260 -0.32 -0.22 0.23
H -0.00247 -1.00058 -2.48131 0.22 0.16 -0.25
C -1.12260 1.59898 3.81000 -0.03 -0.36 -0.98
O 0.65874 -5.18438 3.94600 -3.46 1.76 -0.76
H -0.62667 0.87109 3.16787 -0.46 -0.23 -0.25
H -2.13211 0.50502 -6.21520 0.46 -0.06 0.55
P -0.10899 -4.88149 2.51159 0.42 4.71 -0.16
H 2.18371 -5.86210 5.16318 -0.63 0.27 0.23
O -4.07967 -1.58732 -3.09015 2.80 1.23 -0.05
C -0.22919 -2.06377 -2.56079 0.92 0.60 0.73
C 2.65372 -0.16602 -0.10534 -2.10 0.39 -0.65
H -0.81041 -0.73396 1.29530 -0.23 0.91 -0.25
H -0.84806 5.62144 3.97505 0.25 0.30 -0.24
H 0.04314 -2.46742 -1.58559 0.55 -0.39 -0.29
H -2.16722 1.77059 3.55033 0.15 0.16 -0.53
C 1.47862 -2.79884 2.09495 0.35 0.79 0.17
H 2.24715 1.36004 -5.39676 -0.13 0.19 -0.11
O -2.19634 -1.05054 -4.78334 -1.05 0.67 2.51
C 1.95668 4.41045 -2.14264 -0.60 1.85 -0.80
O 1.73462 2.90209 2.51379 -1.80 0.36 -0.58
Ag -1.43113 1.28110 -0.54654 0.45 0.08 0.30
P 0.19238 3.29774 2.22819 1.76 -0.94 1.84
H -1.79905 -2.58187 1.13393 0.33 0.15 0.16
H -4.87187 -2.39528 -1.41093 -0.43 0.45 0.30
P -2.53393 -1.02149 -3.14641 -0.68 -3.57 -2.45
O 0.16706 4.88386 2.29709 -0.48 -1.80 0.16
H -1.21688 1.09264 4.77064 0.93 1.03 0.61
H 0.79214 6.36298 3.47216 -0.94 0.63 -0.12
O -1.60990 -2.25804 -2.62564 -2.88 1.17 -0.95
H 0.76900 5.06049 4.44126 -0.16 -1.39 -0.48
O -0.30372 2.61745 0.99981 -0.54 0.83 0.72
H 1.87570 -0.69024 -0.66029 -0.35 -0.05 0.35
O -0.33192 2.81060 3.67718 -1.09 -0.20 -0.37
H 3.35347 2.49333 1.45301 0.58 0.57 0.09
C 2.69681 3.35463 1.57574 0.88 -0.04 -0.39
H 1.03773 -1.95139 1.57004 -0.59 -0.53 -0.47
H -3.11627 -3.16882 2.08334 0.22 -0.48 0.52
O -2.28908 0.21211 -2.39056 -0.10 0.85 0.13
H 3.13877 4.27616 1.95462 0.50 -0.35 0.12
H 2.36655 3.60578 0.56780 -0.75 -0.21 0.06
C -2.83233 0.01464 -5.53895 -0.47 0.89 -0.31
H 0.26967 -2.50947 -3.42136 0.05 -0.11 0.24
H 1.36329 4.64111 -1.25789 -0.08 -0.13 -0.15
H 1.14437 2.46600 -4.56777 0.10 0.08 0.33
O 2.67783 3.21655 -2.02125 -0.17 -2.29 0.42
O -0.52507 -6.07576 1.79168 -0.31 -1.82 0.11
H 2.52577 -5.72750 3.42682 0.01 -0.43 -0.24
H 2.53980 -2.71522 1.86045 -0.04 -0.60 0.13
O 2.36638 1.16443 -3.45022 1.20 -0.02 3.79
C 0.17523 5.47799 3.62809 0.83 1.44 0.24
P 2.04968 1.73121 -1.97864 -0.88 -0.99 0.77
O 0.98567 -4.11125 1.68699 0.37 0.06 0.44
O 3.03585 0.94986 -0.95900 0.64 0.43 -0.87
C -4.81805 -1.40358 -1.86006 -0.04 0.82 -0.53
H 1.34658 -6.95844 4.05993 0.47 -0.83 -0.01
O -0.87655 -0.49263 0.35088 0.07 -0.96 0.15
C 1.58888 1.47128 -4.53513 -0.98 -0.22 -2.42
C -2.12289 -3.43861 1.72489 -1.15 0.57 -2.40
H 1.31419 -2.58815 3.15168 0.07 -0.39 0.05
H -3.30161 0.73237 -4.86608 0.38 0.27 0.06
H 2.61472 5.24808 -2.37386 0.81 -0.26 0.89
O 0.60367 1.50217 -1.54871 2.57 1.02 -1.28
H 0.81021 0.71655 -4.64538 -0.27 0.12 0.03
H -3.64881 -0.23665 -6.21592 0.02 -1.22 0.31
H 1.39886 4.52348 -3.07224 -0.80 -0.96 0.13
H -4.39617 -0.60410 -1.25100 0.68 -0.52 0.40
H 2.23691 0.26056 0.80702 -0.14 0.02 -0.03
H 3.32780 -0.96709 0.19798 1.29 0.88 -0.74
```
Positions in Å, forces in eV/Å.

=====

Record 3
Computed, not measured: a structure of composition C12H37BrFN7O7P3S2 at a distorted geometry, with the ωB97M-V functional and the def2-TZVPD basis.

## Properties
* HOMO: -5.58 eV
* lowest unoccupied orbital energy: 1.0 eV
* total charge: -1
* orbital gap: 6.562 eV

```
70
Properties=species:S:1:pos:R:3:forces:R:3
C 3.33146 3.05833 3.72633 -0.12 0.48 -0.28
H -4.61610 -5.16002 -2.40100 -0.04 0.06 -0.08
C -0.28873 3.46869 3.62995 0.67 -0.26 0.82
H -5.82550 -3.88176 -2.56430 0.09 0.07 0.02
N -4.94295 -1.34128 -0.94544 -0.27 0.98 0.93
H -1.01199 1.35816 1.74493 0.18 -0.08 0.22
C -4.76937 -0.14620 -0.11490 0.35 0.13 -0.12
H 2.73901 0.35714 3.29285 -0.04 -0.05 -0.01
O 10.69572 -0.56639 0.63003 0.64 -1.23 0.55
S 7.90263 -0.49830 -2.11032 0.92 -0.28 0.46
Br 5.07449 -1.94753 -0.59763 0.39 0.25 0.20
H -2.88445 -1.85255 -4.31048 -0.05 0.02 -0.04
C 0.82660 2.26032 -0.80077 0.40 -0.11 -0.03
O -2.53435 -1.30220 -0.85853 0.95 -2.05 2.86
H 0.48167 5.50116 1.06237 -0.02 -0.04 -0.04
H 3.87462 2.37593 4.37860 -0.12 -0.14 -0.06
H -5.73823 0.20361 0.25094 -0.11 -0.12 -0.17
N 2.20776 2.40329 3.06885 -0.06 -0.27 0.67
H -6.05455 -3.41899 0.69213 -0.02 -0.05 0.02
H 2.98293 3.90380 4.33604 0.09 0.01 0.06
P 5.85420 -0.02971 -1.53958 -0.90 0.40 -0.84
H -6.53632 -0.23643 -1.75379 0.13 0.01 0.24
H 0.39795 0.31298 1.36224 -0.07 -0.03 0.00
C -5.29719 -4.51038 -1.84453 0.68 -0.37 -0.78
C -0.23739 1.13004 1.00732 -0.42 0.14 0.49
H -4.28734 0.67140 -0.66512 0.04 0.06 0.11
H -5.28410 -5.02314 0.73897 0.05 0.00 -0.06
O 5.98075 1.08251 -0.35998 0.13 -0.39 0.16
H -0.63932 2.43806 3.54706 0.10 -0.02 -0.06
F 11.10828 -0.76712 -1.70749 -0.58 0.31 -0.19
H -0.78985 0.73410 0.15433 0.12 0.18 -0.15
H -1.95134 -4.76953 -2.22571 0.10 -0.04 -0.04
H 1.48323 1.41921 -1.05271 0.03 0.05 -0.11
H -1.08977 -3.26722 -1.84264 0.03 0.01 -0.02
H -1.06595 4.64841 1.14064 -0.02 0.04 0.02
C -5.11611 -3.96443 0.53121 -0.24 0.24 -0.04
H -3.48407 -3.51024 -4.51809 0.12 -0.01 0.02
H -5.34819 -0.71786 -2.94217 -0.08 0.01 -0.02
H -6.52114 -1.88830 -2.25126 0.18 -0.08 -0.22
H -1.17301 4.08563 3.79695 0.08 0.17 -0.28
H -6.04583 -5.16274 -1.39317 0.08 0.13 0.30
H -4.39423 -3.61321 1.27046 -0.02 0.05 -0.01
H 1.30870 3.17700 -1.13373 0.09 -0.06 0.06
H -4.16641 -0.36277 0.76395 0.09 0.01 -0.09
N 0.52352 2.31149 0.63318 -0.13 0.16 -1.33
C -1.80338 -3.72526 -2.53161 -0.05 -0.10 0.57
H 0.31828 3.54630 4.53653 -0.02 -0.11 0.00
O 8.34624 0.67475 -2.81711 -0.14 0.94 0.40
C 1.95339 1.07138 3.56964 -0.12 -0.19 -0.14
H 1.88653 1.09654 4.66342 0.11 0.05 0.01
N -3.07360 -3.00732 -2.53609 -0.06 -0.32 -0.62
C -5.86000 -1.04595 -2.03158 -0.27 -0.56 -0.15
H 0.99614 0.67359 3.23864 0.07 0.08 -0.13
H 5.19163 1.65259 -0.35080 0.22 -0.19 0.02
H -1.33419 -3.72730 -3.51440 -0.15 0.11 -0.07
N 0.43152 3.92674 2.46511 1.08 2.90 -1.49
H 4.05210 3.43862 2.99819 0.04 -0.02 0.01
O 2.88747 2.76341 0.74325 0.46 3.62 -0.12
C -0.22272 5.01514 1.73950 -0.19 -0.23 -0.17
P -3.56952 -2.39341 -1.01823 -2.82 1.99 -5.71
H -0.09634 2.16613 -1.37808 -0.11 -0.09 0.20
O 7.77568 -1.61000 -3.01258 -0.54 -1.05 0.41
H -0.58440 5.78889 2.42061 0.05 -0.04 0.05
O 10.14942 1.27587 -0.71432 0.14 0.84 -1.52
H -4.54633 -2.29847 -3.88325 0.07 0.05 0.13
C -3.51113 -2.63396 -3.86100 -0.17 0.19 -0.03
P 1.69603 3.12471 1.60399 -2.03 -6.27 1.68
N 8.70056 -0.83969 -0.72753 0.46 0.49 -1.99
S 10.14029 -0.13660 -0.60455 -0.88 -0.02 2.43
N -4.60343 -3.75965 -0.82380 1.43 -0.36 3.11
```
Positions in Å, forces in eV/Å.

=====

Record 4
Computed, not measured: a cluster of 5 separate species, C12H37N3O5 in total at a distorted geometry, with the ωB97M-V functional and the def2-TZVPD basis.

## Properties
* HOMO: -9.16 eV
* lowest unoccupied orbital energy: 0.7 eV
* SMILES: COC[C@H](C)N.COC[C@H](C)N.COC[C@H](C)N.O.O
* orbital gap: 9.863 eV

```
57
Properties=species:S:1:pos:R:3:forces:R:3
H 3.86160 0.32011 -5.14079 0.06 -0.13 0.73
H -2.23201 -4.87531 3.01332 -0.11 -0.22 0.47
O 3.62400 1.56789 -1.35189 -2.45 1.00 1.14
N -0.73893 -1.81678 3.38369 0.73 -0.47 0.19
C 3.99890 1.61866 -2.69740 1.63 -0.90 0.30
H -1.97090 -0.86124 2.85531 0.97 -0.50 0.59
H 4.37740 -0.21245 -0.82054 0.57 -0.39 -0.24
H 2.60556 1.18446 -5.83474 -0.37 0.47 0.13
O 1.24986 -0.96217 1.25320 0.94 -0.61 0.63
H 4.12790 1.98847 -5.49011 -0.04 0.22 0.06
H 0.38425 -0.58478 1.09658 -0.89 0.68 -0.58
H 2.04285 1.18084 -3.41413 -0.15 -0.39 0.15
H -1.95817 0.15185 0.59667 -0.22 -0.53 0.66
C -4.48877 -3.68605 1.91307 -1.16 -0.51 0.88
H -4.91787 -2.82395 1.40244 0.58 0.24 -0.10
N -1.13761 -0.01361 0.03150 0.59 -0.02 1.63
H 5.43864 1.20429 -0.52847 0.25 -0.20 0.39
O -0.90147 3.50047 -1.23481 -2.03 -1.32 0.46
H -1.26727 -0.89895 -0.43696 -0.14 -0.05 -0.09
C 2.89144 1.78557 -3.73396 0.51 -0.80 0.42
H -0.36493 0.77480 -1.66391 0.35 0.36 -0.14
H -2.73171 0.11800 -1.98751 -0.01 0.02 -0.04
H -1.49705 2.53121 0.55404 -0.77 0.60 -0.31
H -2.02484 -3.73781 1.78451 0.50 0.67 -0.02
H -2.14370 -3.98373 5.50999 0.52 -0.29 0.34
C -0.82830 2.44321 -0.30219 0.93 -1.19 0.63
H -5.35772 -4.21985 2.29788 -0.28 0.23 0.64
H 4.53761 0.68796 -2.87539 -0.05 -0.43 -0.48
H -0.11821 -1.88667 2.59001 -0.13 -0.34 -0.65
H 4.05869 0.71676 0.54566 -0.33 0.99 -0.08
C 3.38715 1.29978 -5.08380 0.42 -0.48 -0.88
H -3.48004 -0.97798 2.88298 -0.18 -0.20 0.06
H 2.00865 3.30747 -4.72789 -0.10 0.04 -0.04
H -3.21706 1.49455 -0.96023 -0.06 0.07 -0.08
H -0.35892 -3.83047 3.71573 0.08 -0.37 0.09
C -1.59364 -3.08475 5.23183 -1.04 0.00 1.24
H 4.77475 2.38103 -2.76768 -0.08 0.48 -0.56
N 2.53979 3.15600 -3.88228 -0.17 1.35 -0.23
C 0.25691 4.10379 -1.61461 1.39 1.23 0.74
H 0.12147 2.43929 0.23261 0.57 -0.05 -0.37
H -4.19619 -4.46059 1.20413 1.25 0.38 -0.14
C -2.25507 -3.79813 2.84821 -0.95 0.29 0.30
C -1.20548 -3.15084 3.81344 -0.15 0.03 -2.31
C -1.11336 1.04763 -0.91992 0.09 0.43 -0.84
H 0.70734 4.65187 -0.78707 -0.05 0.41 0.42
H 1.73167 -0.80254 0.44166 0.08 0.05 -0.17
C -2.43861 1.09855 -1.61237 0.15 0.64 -1.10
O -2.76803 -0.45278 2.51770 -1.52 1.19 -0.91
H -0.05020 -1.53501 4.06659 -0.14 0.43 0.57
H 1.09003 3.45117 -1.87560 -0.56 -0.47 -0.33
H 1.99868 3.51872 -3.11044 0.25 -0.09 -0.31
H -0.00853 4.85685 -2.35659 0.30 -0.31 -0.34
H -2.30229 -2.29993 5.49632 -0.02 0.33 -0.53
H -0.71051 -2.87700 5.83601 -0.03 -0.46 0.23
H -2.21852 1.76526 -2.44613 -0.97 0.15 -0.28
O -3.63880 -3.33460 3.02005 1.06 -0.48 -0.93
C 4.41939 0.82135 -0.47760 0.37 -0.82 -1.01
```
Positions in Å, forces in eV/Å.

=====

Number 1: E -930.162800 Ha. Number 2: E -3270.410994 Ha. Number 3: E -5883.637013 Ha. Number 4: E -1019.760891 Ha.